Entry 1:
Density functional theory data (wB97M-V/def2-TZVPD) for 9 unconnected molecules or ions with the total composition C50H55N6O8 at a distorted geometry.

Structure (XYZ):
```
119
Properties=species:S:1:pos:R:3:forces:R:3
H -1.23000 4.33581 -2.42253 2.6 -1.1 0.4
C -0.19746 -0.78820 -0.81578 0.8 -3.1 -3.9
C -1.56209 4.97074 2.32213 -1.1 0.8 -1.9
H -1.59742 -3.40430 -4.55316 -0.9 0.5 0.4
H -1.40751 5.89961 5.48290 0.0 -2.5 -0.6
C 2.04058 -0.25377 2.99506 -1.3 -1.9 -2.8
H 0.51913 -0.54913 -1.68234 -1.7 0.4 1.1
N -3.24831 0.81944 0.25346 4.2 -2.4 -3.7
H 1.53604 -4.99993 0.22962 -1.1 0.4 1.3
H -3.68125 2.02761 1.91926 -1.0 -0.2 -1.5
C -0.21162 3.20550 -0.80667 -2.0 0.6 -0.1
O -4.97844 -1.85378 0.09525 -1.1 2.3 -0.6
C -3.00733 -4.98011 -0.49541 -1.9 7.3 6.8
C 3.72531 -1.55659 -1.39930 1.2 3.0 -0.5
H 1.00398 1.03656 1.71139 0.2 0.7 0.0
C 2.04039 -1.54945 -6.29185 -2.9 -0.3 2.7
C -2.04696 0.13242 0.47740 -2.5 0.8 2.5
C 2.73119 -4.30664 3.43743 -4.9 -0.3 2.0
H 2.76558 -1.98010 -1.19091 -0.1 -0.9 0.0
C -1.50592 5.66969 3.45293 1.2 1.5 3.0
H 2.85162 2.25068 -2.94238 -1.0 0.9 -0.4
C 1.77040 -0.37356 -5.44949 -1.9 -6.9 -2.8
H -2.68810 6.51853 -1.56199 -0.4 -0.2 -0.2
C 0.86323 3.41616 -2.95464 0.1 0.6 0.0
H -3.61267 -2.18996 2.27888 -0.1 -0.3 0.2
C 0.07362 -2.62209 -5.19997 -0.9 -2.2 1.0
C -3.89034 -3.74598 -0.71481 5.9 -4.2 6.4
C 4.38540 -3.95092 1.72692 -1.2 -1.7 0.0
H 2.19365 -4.19928 4.48294 1.9 -0.4 -1.8
H -5.07995 1.34117 0.90839 -4.5 1.7 -2.3
H 3.41226 -1.08882 -3.47919 -2.9 -1.9 -2.3
H -1.81378 5.38552 1.39589 0.5 1.3 -1.4
H -1.75970 -6.96520 0.55384 -0.2 1.3 1.0
H -3.65907 4.63957 -3.11569 -0.7 0.4 0.8
H 3.43177 3.67374 4.82710 0.5 2.1 -1.0
H 0.42059 -2.83391 -1.20028 3.9 -1.4 -1.6
H 2.47128 1.46757 -0.82254 0.6 -0.6 0.4
C -2.43911 -5.07302 0.85381 -0.9 -2.0 -2.0
C 4.95779 -0.11347 -3.07273 -0.7 -2.2 2.6
C -3.95769 5.99997 0.08173 0.8 1.3 -0.7
H -4.21389 -3.87809 -1.62518 -2.7 0.9 -4.7
H 3.93549 0.51421 5.80857 -1.5 -0.4 -1.9
H 5.87075 -4.18463 0.52193 0.2 0.9 2.1
H 3.89828 -4.13493 -0.10349 0.8 0.0 -5.4
C 1.69306 1.04579 2.55114 -0.7 -3.2 -0.7
O 3.21580 2.94137 5.34654 -0.5 -2.5 -0.2
C -2.73215 -4.08584 1.78539 1.1 -0.9 0.2
H -2.75883 -5.60796 -1.20145 0.9 -3.3 -3.7
C -3.28364 0.91572 -1.16679 -2.0 2.8 0.1
O 2.46803 0.66984 -5.52485 5.3 5.3 -2.7
H 1.69136 3.13243 2.86769 1.3 -1.9 1.1
N -1.38937 -0.03953 -0.66777 -0.9 -0.3 0.9
H -5.32985 -1.63608 -0.84890 1.7 -1.5 2.4
C 0.66868 -0.40286 -4.63823 -1.2 -0.1 2.3
C 4.43933 -0.86145 -0.36448 0.2 -0.7 -2.4
O 1.64160 -1.41210 2.34564 -0.9 -1.8 -1.1
C -3.54608 5.90346 -1.27723 -0.1 -1.0 1.5
C 4.04706 -1.13506 -2.69638 0.1 1.5 1.0
H -1.90598 -0.28816 1.54947 0.6 0.8 -2.3
C -5.01317 5.22935 0.56424 0.9 -2.0 -5.1
C -3.47892 -2.97068 1.53931 1.0 0.7 2.2
H 2.86300 -1.41156 -6.99914 -0.3 -0.8 0.0
H -0.47910 -2.81387 0.18732 -0.3 0.5 0.2
C -0.23816 3.76413 -2.11355 -0.9 -0.3 0.1
H -1.77608 0.20911 -2.78598 -0.9 1.1 2.5
H 0.13874 -5.71538 2.72046 -4.5 -11.8 -3.3
O -0.79735 -3.73692 -4.91883 2.4 0.3 -1.5
C -0.13476 -1.52189 -4.38279 0.1 -0.1 -0.2
H -1.42648 1.95446 3.52990 -0.3 0.7 -0.7
H 1.24828 -3.56758 -6.98026 -0.4 1.8 2.9
C 1.99043 -4.59620 1.15333 5.2 0.1 -4.1
O -1.75479 -6.28199 1.28166 -0.7 1.2 -1.4
C -4.10692 4.86114 -2.11810 4.3 4.2 -0.9
H -5.33633 3.35935 -2.07987 -2.5 -4.6 -2.6
H 3.14300 0.73713 -6.35499 -2.6 -0.6 2.9
C -4.16456 1.25549 1.23841 4.7 0.6 3.4
C -2.12056 0.45027 -1.68523 -0.3 -0.8 -3.0
C 3.39546 -4.25810 0.72910 -1.2 0.4 7.6
H 4.23467 -1.07797 0.66841 -0.1 0.2 0.3
H 0.28975 -0.66846 0.01493 3.4 1.5 4.6
C 1.76863 -4.66441 2.47813 -2.7 -0.9 0.2
O 5.77039 -3.83976 1.47394 -2.0 -0.6 -2.1
H 1.93786 -2.33486 2.74173 -0.5 3.2 -0.7
C -4.02505 -2.81750 0.36441 -3.6 -0.8 -7.9
C -1.50643 3.60102 4.76194 0.6 3.7 -0.2
H -5.51492 5.31418 1.44526 -0.8 0.3 2.7
C -5.04380 4.14201 -1.59224 -1.0 1.8 7.2
C 1.72955 2.13572 -1.19414 1.3 -0.2 -0.8
H 1.00104 3.74807 -3.97160 -0.6 0.3 -0.2
N -5.48607 4.26337 -0.24106 -0.2 0.1 -1.7
C -1.55539 3.05724 3.51003 0.7 -1.6 -1.1
H 4.90059 0.33886 -4.07390 0.6 -0.3 0.4
C 5.46110 0.03411 -0.73708 -5.8 -5.2 -10.3
C 1.14296 -2.74045 -6.09637 1.9 1.6 -3.5
C 2.12672 2.10375 3.24040 0.3 3.1 1.4
N -1.60363 3.71369 2.26911 -0.3 -5.6 2.6
H -2.37658 -4.09759 2.77974 0.7 -0.8 0.8
H 5.84812 0.26638 0.06485 5.6 4.0 6.9
C 1.92809 2.65312 -2.47237 -0.7 -0.8 1.1
O 0.45455 -4.98517 2.89378 5.9 12.6 3.6
H -1.05008 3.35114 -0.02763 1.2 0.1 -1.5
H -4.33436 0.48404 1.92121 0.2 -1.9 1.1
H -1.26097 3.10112 5.70004 -0.6 -0.2 -0.5
N 0.72776 2.36885 -0.39648 -0.7 0.3 0.8
C 3.96925 -4.01112 3.07858 2.3 1.0 -0.9
H -1.22037 6.70078 3.43174 -0.6 0.7 -0.1
H -1.14461 -2.72714 -1.53400 0.9 0.9 1.8
N 5.74415 0.28894 -2.13250 1.7 2.8 4.2
H 3.20225 -1.47596 4.54620 -1.3 1.2 -2.2
C -0.32476 -2.32905 -0.77722 -5.5 0.4 -1.0
H -4.06219 1.57771 -1.70443 1.3 -1.6 1.2
H -3.47668 6.69423 0.81374 -0.4 -0.3 -1.1
C 2.95183 1.90649 4.43303 -1.1 -1.6 0.6
H -0.93473 -1.66014 -3.54743 1.6 0.8 -1.7
C -1.46722 5.05247 4.68710 -0.1 1.1 1.0
C 3.25575 0.56935 4.86091 0.5 2.4 -1.0
C 2.82295 -0.51759 3.98703 4.9 0.6 8.5
H 4.65084 -3.78295 3.84652 1.0 0.3 0.7
H 0.48857 0.44899 -4.01560 0.0 0.7 0.2
```
Positions in Å, forces in eV/Å.

Calculated values
ΔE to the lowest compared entry with this formula, charge and spin: 245.6 kJ/mol
Calculated total energy: -78040.1862 eV
Kohn-Sham gap: 7.705 eV
Net charge: +1
Lowest unoccupied orbital energy: -2.1957 eV
Molecular weight: 868.024 g mol⁻¹

Entry 2:
Density functional theory data (wB97M-V/def2-TZVPD) for a molecular structure, C50H57BrCoF4N4OP2S.

Structure (XYZ):
```
121
Properties=species:S:1:pos:R:3:forces:R:3
F 3.91674 1.88591 -3.67547 0.1 0.0 0.1
C 0.23397 -4.26078 -4.55844 0.0 0.1 0.0
H -0.49643 -4.50140 -5.31855 0.0 0.0 0.0
P -1.39531 -0.09308 1.11589 0.3 0.0 0.1
C 3.63507 0.78610 -1.60151 0.0 -0.1 0.0
Br 3.41603 -0.38980 1.04198 0.0 0.2 0.1
C 6.34242 0.04121 -1.78791 0.1 0.0 0.0
C -1.27995 -1.65759 2.08671 0.0 -0.1 0.1
H -0.47837 -6.79218 1.46387 0.0 0.0 0.0
H -2.21125 -0.71596 -3.27954 0.0 0.0 0.0
H -0.90844 2.31587 3.22963 0.0 0.1 0.0
H 2.61547 -0.49311 -3.69316 0.0 -0.1 0.0
C 1.74634 0.07732 -3.99166 -0.1 -0.1 0.0
Co 0.87024 0.29824 0.42199 -0.3 -0.6 -0.3
C 1.19336 1.01656 -3.12909 0.0 0.1 0.0
C 5.59202 -0.31206 -0.67597 0.1 0.0 -0.1
H 2.64715 -3.05399 0.57488 0.0 0.0 0.0
H -1.48706 -3.90830 4.98073 0.0 0.0 0.0
C 3.25547 4.94346 -0.20074 0.0 0.0 0.0
H -0.36632 2.48700 -2.88631 0.0 0.0 0.0
C -2.19274 -1.94578 4.45546 0.0 0.0 0.0
C -2.50706 -2.03543 2.96416 0.1 0.0 0.0
H -1.31440 2.13913 -5.11840 0.0 0.0 0.0
C 0.69950 4.89126 2.86136 0.0 0.1 0.0
H -3.70941 -2.20669 -2.20063 0.0 0.0 0.0
C -2.48867 -0.52297 -0.29193 -0.2 0.0 0.0
C 0.03089 -1.72137 2.89303 0.0 0.0 0.0
H -2.79574 -3.06317 2.72724 0.0 0.0 0.0
S 0.18674 -2.63850 -0.92656 -0.1 0.2 0.1
H -5.77066 -1.34929 -0.96730 0.0 0.0 0.0
C -4.12799 -1.21052 -2.38495 0.0 0.0 0.0
C 2.13094 -3.65411 -2.59891 0.0 0.1 -0.1
H -4.26384 3.67663 4.19917 0.0 0.0 0.0
H -3.09049 -2.16733 5.03334 0.0 0.0 0.0
H 1.45484 3.70575 -3.37989 0.1 0.0 0.0
C -4.87314 -0.75506 -1.13634 0.1 0.0 0.0
C -0.45794 1.55739 -4.80539 0.0 0.0 0.1
H 0.88030 -1.74396 2.20049 0.0 0.0 0.0
H -1.38816 0.74677 -1.64418 0.0 0.0 0.0
H -0.24729 4.50609 1.10064 0.0 0.0 0.0
H -3.98030 4.08456 1.78880 0.0 0.0 0.0
H -2.03187 -1.44800 -0.65274 0.0 0.0 0.0
C 2.35070 -4.92697 1.59430 0.0 0.0 0.0
H -1.17364 -4.92475 -0.00702 0.0 0.0 0.0
C 4.26351 0.05891 -0.59017 0.0 0.0 0.1
H -2.97006 1.36647 -1.23164 0.0 0.0 0.0
H -3.15855 1.38317 5.00770 0.0 0.0 0.0
F 6.18328 -0.99809 0.29504 0.0 0.0 0.0
C -1.06900 -2.90951 4.84351 0.0 0.0 0.0
C -0.16424 -3.61252 -3.39353 0.0 0.0 -0.1
H 2.07891 6.06124 -3.16871 0.0 0.0 0.0
C -3.81566 2.89155 3.59108 0.0 0.0 0.0
H -5.20672 0.27734 -1.27488 0.0 0.0 0.0
C 0.10790 0.62687 -5.66463 0.0 0.0 0.0
H 1.77272 -6.79209 2.47659 0.0 0.0 0.0
H -1.91543 -0.92018 4.71121 0.0 0.0 0.0
H 3.26115 6.86748 -1.15528 0.0 0.0 0.0
H 3.14667 2.92144 0.48104 0.0 0.0 0.1
C -2.31869 1.10350 2.15535 0.1 0.1 0.1
C 2.18566 3.15582 -1.42970 0.2 0.0 0.0
C 1.47058 -5.97445 1.83651 0.0 0.0 0.0
C 0.20413 -5.97694 1.26700 0.0 0.0 0.0
C -2.76444 2.34607 1.36120 0.0 0.0 0.1
C -3.00805 -0.21305 -2.72569 0.0 0.0 0.0
H -3.99165 -1.86425 0.49302 0.0 0.0 0.0
C -0.18943 -4.92930 0.44662 0.1 0.0 0.0
C 2.51609 -4.28269 -3.76670 0.0 0.0 -0.1
H -3.56990 2.07708 0.67647 0.0 0.0 0.0
N 0.95071 5.83015 3.77320 0.0 0.0 0.0
H 1.01843 -3.08309 4.24690 0.0 0.0 0.0
C 4.42244 1.15146 -2.68565 0.1 0.1 -0.1
H -1.19527 -2.42089 1.30391 0.0 0.1 0.0
H -1.93345 2.70424 0.74111 0.0 0.0 0.0
H 0.54127 6.74686 3.73321 0.0 0.0 0.0
F 7.61069 -0.31157 -1.87584 -0.1 0.0 0.0
H 0.15534 -0.83014 3.51442 0.0 0.0 0.0
N 0.99092 1.78133 1.56794 0.0 0.2 -0.1
C 2.95401 5.83243 -1.22454 0.0 0.0 0.0
F 6.46275 1.14465 -3.85280 -0.1 0.0 0.1
O 1.04266 -1.40010 -0.60897 0.0 0.0 -0.1
C 0.04218 -2.96605 3.77545 0.0 0.0 0.0
H -0.65432 -2.61524 5.80822 0.0 0.0 0.0
H -0.29921 0.48916 -6.65742 0.0 0.0 0.0
H -0.09718 -3.83909 3.13328 0.0 0.0 0.0
C -2.71871 2.16670 4.38722 0.0 0.0 0.0
H -2.23557 2.86824 5.06995 0.0 0.0 0.0
H -4.62775 2.20272 3.34224 0.0 0.0 0.0
H 2.85722 -3.42849 -1.82746 0.0 0.0 0.0
C 1.20702 -0.11418 -5.25388 -0.1 0.0 0.0
C 1.56526 -4.59458 -4.73985 0.1 0.0 0.0
C 0.70934 -3.89944 0.20284 0.1 -0.1 0.1
C 1.92567 4.04533 -2.46827 -0.1 0.0 0.0
C -3.24039 3.47025 2.30234 0.0 0.0 0.0
H -3.40282 0.56188 -3.38561 0.0 0.0 0.0
C 0.08138 1.75084 -3.54282 -0.1 -0.1 0.0
C 2.29001 5.38066 -2.35513 0.0 0.0 0.0
C 5.75427 0.78502 -2.79486 0.1 0.0 -0.1
C 1.97435 -3.87586 0.77169 -0.1 -0.1 0.0
H -1.20092 -3.33745 -3.24111 0.0 0.0 0.0
H -0.46324 6.11258 1.68199 0.0 0.0 0.0
H 3.55329 -4.55003 -3.91781 0.0 0.0 0.0
H -2.40551 4.13403 2.55004 0.0 -0.1 0.0
C -1.65173 1.56262 3.45999 -0.1 -0.1 0.0
N 1.25734 3.70493 3.05066 0.1 -0.1 0.1
H 3.33412 -4.93090 2.04508 0.0 0.0 0.0
C -3.95108 -0.85030 0.08933 0.0 0.0 0.0
C 2.86796 3.61583 -0.30014 0.0 0.1 0.0
N -0.09733 5.18761 1.82625 0.0 -0.1 -0.1
H -1.12848 0.75313 3.96635 0.0 0.1 0.0
H -4.31897 -0.18767 0.87453 0.0 0.0 0.0
P 1.89982 1.34971 -1.49454 -0.1 0.3 0.2
C 0.78935 -3.32176 -2.43135 0.2 0.0 -0.1
C -2.42296 0.45317 -1.46706 0.0 0.0 0.0
H 1.54440 5.59204 4.55047 0.0 0.0 0.0
H -3.20610 0.53863 2.45357 -0.1 0.1 -0.1
H 1.87295 -5.10849 -5.64067 0.0 0.0 0.0
C 1.08369 2.71899 2.24187 0.1 0.1 -0.2
H -4.80522 -1.31705 -3.23165 0.0 0.0 0.0
H 1.65602 -0.83520 -5.92192 0.0 0.0 0.0
H 3.80929 5.27970 0.66674 0.0 0.0 0.0
H -3.37837 -1.42827 2.72603 0.0 0.0 0.0
```
Positions in Å, forces in eV/Å.

Calculated values
ΔE to the lowest compared entry with this formula, charge and spin: 26.4 kJ/mol
Calculated total energy: -208724.1318 eV
Kohn-Sham gap (alpha / beta): 7.805 / 9.003 eV
2S+1: 2
Net charge: +2
Lowest unoccupied orbital energy (alpha / beta): -5.3818 / -4.5877 eV
Molecular weight: 1038.877 g mol⁻¹